Model one:
Formula: C5H13NS
Source: the Open Molecules 2025 dataset
Level of theory: wB97M-V/def2-TZVPD

Properties
2S+1: 1
Net charge: 0
HOMO energy in eV: -7.616
Orbital gap in eV: 5.260

Atoms and positions in Å:
S: 2.22 -0.96 1.16
N: -1.52 0.63 0.05
C: -0.09 1.03 0.11
C: 0.72 -1.08 -1.17
C: 0.92 -1.73 0.20
C: 0.72 0.46 -1.07
C: -2.17 0.90 1.32
H: -1.60 -0.37 -0.12
H: -0.10 -1.71 0.78
H: -3.20 0.49 1.32
H: 1.82 0.71 -0.87
H: 2.63 1.00 -0.96
H: -1.58 0.47 2.16
H: 1.16 -2.74 0.06
H: -2.17 1.99 1.50
H: 0.39 0.66 1.02
H: 0.53 0.90 -1.99
H: -0.18 -1.43 -1.72
H: 1.61 -1.34 -1.79
H: -0.11 2.12 0.02

Taken from the Löwdin analysis, the atomic charges in e are: atom 1 (S): 0.459, atom 2 (N): -0.130, atom 3 (C): -0.246, atom 4 (C): -0.258, atom 5 (C): -0.688, atom 6 (C): -0.217, atom 7 (C): -0.146, atom 8 (H): 0.079, atom 9 (H): 0.097, atom 10 (H): 0.087, atom 11 (H): -0.032, atom 12 (H): 0.305, atom 13 (H): 0.085, atom 14 (H): 0.019, atom 15 (H): 0.082, atom 16 (H): 0.039, atom 17 (H): 0.096, atom 18 (H): 0.131, atom 19 (H): 0.118, atom 20 (H): 0.122

---

Model two:
Formula: C5H13NS
Source: the Open Molecules 2025 dataset
Level of theory: wB97M-V/def2-TZVPD

Properties
2S+1: 1
Net charge: 0
HOMO energy in eV: -9.019
SMILES string: CNCCCCS
Orbital gap in eV: 9.918

Atoms and positions in Å:
S: 1.31 2.49 -2.43
N: -1.21 -0.42 1.73
C: -0.10 -0.08 0.81
C: -0.58 0.02 -0.76
C: 1.43 0.63 -2.09
C: -0.73 -0.82 3.01
C: 0.28 -0.39 -1.93
H: -1.69 -0.79 3.64
H: 0.56 -1.50 -1.87
H: 0.38 0.72 1.39
H: 2.02 0.70 -1.14
H: -0.87 1.14 -0.80
H: 2.08 0.15 -2.85
H: 0.05 2.81 -1.76
H: -1.58 -0.51 -0.76
H: -0.03 -1.80 3.04
H: 0.63 -0.91 0.78
H: -1.55 -1.36 1.43
H: -0.25 0.05 3.47
H: -0.17 -0.12 -2.92

Taken from the Löwdin analysis, the atomic charges in e are: atom 1 (S): 0.609, atom 2 (N): -0.185, atom 3 (C): -0.223, atom 4 (C): -0.205, atom 5 (C): -0.577, atom 6 (C): -0.210, atom 7 (C): -0.277, atom 8 (H): 0.101, atom 9 (H): 0.137, atom 10 (H): 0.109, atom 11 (H): 0.052, atom 12 (H): 0.094, atom 13 (H): 0.069, atom 14 (H): -0.100, atom 15 (H): 0.110, atom 16 (H): 0.123, atom 17 (H): 0.095, atom 18 (H): 0.105, atom 19 (H): 0.061, atom 20 (H): 0.110

---

Model three:
Formula: C5H13NS
Source: the Open Molecules 2025 dataset
Level of theory: wB97M-V/def2-TZVPD

Properties
2S+1: 1
Net charge: 0
HOMO energy in eV: -8.763
SMILES string: CN[C@@H](C)CCS
Orbital gap in eV: 9.792

Atoms and positions in Å:
S: 3.08 0.38 -0.30
N: -1.62 0.39 -0.65
C: 1.26 0.64 0.08
C: -2.99 1.04 -0.31
C: -1.08 -0.36 0.47
C: -1.85 -1.63 0.84
C: 0.39 -0.64 0.10
H: 3.30 -1.01 -0.23
H: -1.15 0.35 1.36
H: -1.75 -0.19 -1.47
H: -2.81 1.65 0.61
H: -1.28 -2.42 1.35
H: -3.36 1.71 -1.10
H: 1.32 1.15 1.05
H: 0.83 -1.31 0.96
H: -3.77 0.30 -0.07
H: -2.28 -2.09 -0.03
H: -2.71 -1.33 1.39
H: 0.44 -1.23 -0.85
H: 0.88 1.30 -0.72

Taken from the Löwdin analysis, the atomic charges in e are: atom 1 (S): 0.606, atom 2 (N): -0.092, atom 3 (C): -0.549, atom 4 (C): -0.087, atom 5 (C): -0.469, atom 6 (C): -0.065, atom 7 (C): -0.252, atom 8 (H): -0.133, atom 9 (H): 0.154, atom 10 (H): 0.102, atom 11 (H): 0.077, atom 12 (H): 0.080, atom 13 (H): 0.069, atom 14 (H): 0.055, atom 15 (H): 0.133, atom 16 (H): 0.062, atom 17 (H): 0.068, atom 18 (H): 0.058, atom 19 (H): 0.123, atom 20 (H): 0.060

---

Model four:
Formula: C5H13NS
Source: the Open Molecules 2025 dataset
Level of theory: wB97M-V/def2-TZVPD

Properties
2S+1: 1
Net charge: 0
HOMO energy in eV: -8.697
SMILES string: CNCCCCS
Orbital gap in eV: 9.667

Atoms and positions in Å:
S: 0.94 -2.43 -1.71
N: -0.10 1.56 -0.40
C: -0.79 -0.62 0.45
C: 0.93 -2.47 0.10
C: 0.62 -1.14 0.76
C: -0.41 2.96 -0.57
C: -0.89 0.87 0.62
H: 0.77 -1.22 1.83
H: 2.26 -2.38 -1.90
H: -0.21 3.25 -1.61
H: -1.10 -0.89 -0.56
H: 0.22 3.57 0.06
H: -1.93 1.24 0.59
H: 1.30 -0.41 0.34
H: -0.22 1.04 -1.26
H: -1.45 3.21 -0.27
H: 0.25 -3.27 0.39
H: 1.89 -2.85 0.45
H: -1.52 -1.17 1.07
H: -0.57 1.16 1.63

Taken from the Löwdin analysis, the atomic charges in e are: atom 1 (S): 0.699, atom 2 (N): -0.131, atom 3 (C): -0.229, atom 4 (C): -0.577, atom 5 (C): -0.283, atom 6 (C): -0.139, atom 7 (C): -0.272, atom 8 (H): 0.111, atom 9 (H): -0.153, atom 10 (H): 0.078, atom 11 (H): 0.086, atom 12 (H): 0.067, atom 13 (H): 0.105, atom 14 (H): 0.095, atom 15 (H): 0.099, atom 16 (H): 0.073, atom 17 (H): 0.064, atom 18 (H): 0.068, atom 19 (H): 0.118, atom 20 (H): 0.122

---

Computed energies relative to the best structure, in kJ/mol: model one 544.8; model two 206.9; model three 43.9; model four 0.0